Entry from the Open Molecules 2025 dataset: a cluster of 2 separate species, C7H18ClPSi in total (ωB97M-V/def2-TZVPD).

As for the frontier orbital gap (alpha / beta): 3.53 / 3.49 eV. As for the multiplicity: 1. The energy above the lowest of the compared OMol25 structures with the same formula, charge and spin comes out at 45.7 kcal per mole. As for the LUMO energy (alpha / beta): -4.2 / -4.2 eV.

Geometry as XYZ:
```
28
C7H18ClPSi (ωB97M-V/def2-TZVPD)
C -0.68800 -1.29191 1.31554
C -1.82108 1.05446 1.35020
C -3.13672 -0.78860 0.61915
C 1.64688 1.62820 0.01684
C 2.24369 -1.54590 -0.05649
C 1.88396 -0.08715 -2.81765
C -1.70243 -0.29417 0.60582
Si 1.33021 -0.13406 -0.93048
P -0.98667 -0.15623 -1.19322
Cl 0.55688 4.40500 -1.38387
H -0.32727 -1.90300 0.49591
H 0.20606 -0.76932 1.61708
H -1.22934 -1.87985 2.14374
H -2.50516 1.01365 2.15944
H -2.04987 1.88220 0.69597
H -0.85671 1.37797 1.77800
H -3.35944 -1.69328 0.06216
H -3.42725 -0.96160 1.62090
H -3.78542 -0.14188 0.21690
H 2.65734 1.85878 0.31839
H 1.39308 2.45356 -0.61413
H 1.03494 1.60506 0.92083
H 1.68802 -2.46785 -0.25106
H 3.32727 -1.68760 -0.25170
H 2.23566 -1.10819 0.93401
H 2.77562 -0.60712 -2.97621
H 1.05050 -0.69767 -3.16101
H 1.84525 0.93651 -3.23505
```

How positive or negative is each atom? The Mulliken charges in e answer that:
1 C -1.3754
2 C -1.5118
3 C -2.0194
4 C -0.4890
5 C -0.9482
6 C -1.1688
7 C 1.4600
8 Si 0.4841
9 P 0.0388
10 Cl -0.6223
11 H 0.3757
12 H 0.2096
13 H 0.3871
14 H 0.4288
15 H 0.4668
16 H 0.2837
17 H 0.4419
18 H 0.5025
19 H 0.5686
20 H 0.4006
21 H -0.1456
22 H 0.1935
23 H 0.3487
24 H 0.3782
25 H 0.2696
26 H 0.3663
27 H 0.3756
28 H 0.3001